[1]
The following is a quantum chemistry calculation of a molecular structure, C17H21As2ClNO4Os, from the Open Molecules 2025 dataset.

## Properties
**<S²>**: 6.04
**Multiplicity**: 5
**LUMO level (alpha / beta)**: -9.72 / -13.60 eV
**Total charge**: +3

Each line ends with the Löwdin charge.
CARTESIAN COORDINATES (ANGSTROEM)
Os  0.769287  -0.088546  -0.599033  0.872
O  0.164562  -4.292542  0.421292  0.239
C  0.233372  -3.006209  0.361836  -0.435
O  0.256210  -2.346382  -0.676341  -0.072
C  0.252699  -2.317931  1.685428  -0.155
C  0.296996  -2.979837  2.906433  0.085
C  0.297916  -2.212217  4.059678  0.043
C  0.248334  -0.828125  3.952504  0.069
C  0.209239  -0.254876  2.687562  -0.149
N  0.218509  -0.996561  1.583672  0.067
C  0.179633  1.217347  2.402366  -0.427
O  0.123610  2.100275  3.352102  0.227
O  0.206160  1.589502  1.236716  -0.063
H  0.164541  -4.749658  -0.435452  0.184
H  0.340193  -4.059761  2.942044  0.149
H  0.337805  -2.679880  5.034430  0.146
H  0.252478  -0.222789  4.849597  0.137
H  0.085805  1.786698  4.264593  0.147
C  -1.550968  0.041580  -3.544944  -0.221
As  -1.400835  0.420113  -1.646022  1.029
C  -3.116085  -0.204863  -0.972694  -0.232
C  -1.469771  2.394376  -1.617034  -0.332
C  -2.711642  3.082522  -1.785060  0.073
C  -2.767826  4.492101  -1.749358  0.029
C  -1.617926  5.205035  -1.571354  0.045
C  -0.376086  4.527715  -1.427937  0.077
C  -0.312009  3.108718  -1.456507  -0.341
As  1.421356  2.171557  -1.338428  0.980
C  2.166831  2.374705  -3.112276  -0.211
C  2.564139  3.240031  -0.213647  -0.215
H  -2.496162  0.428518  -3.924285  0.057
H  -1.526936  -1.037647  -3.689293  0.056
H  -0.728948  0.495289  -4.094966  0.036
H  -3.932651  0.261367  -1.524393  0.043
H  -3.228621  0.007265  0.088324  0.045
H  -3.172480  -1.279312  -1.140400  0.053
H  -3.629312  2.526751  -1.941389  0.132
H  -3.718839  4.996550  -1.863663  0.148
H  -1.646275  6.287629  -1.546389  0.149
H  0.528259  5.110267  -1.293643  0.134
H  2.182997  3.436917  -3.358681  0.059
H  1.577280  1.836761  -3.850934  0.040
H  3.188498  1.997830  -3.118760  0.058
H  2.641991  4.234732  -0.653782  0.054
H  3.558524  2.799983  -0.182735  0.053
H  2.154447  3.314643  0.790419  0.045
Cl  2.970443  -0.226841  -0.602054  0.094

Atomic forces in eV per Å
Os -0.5738 -0.1877 0.5498
O -0.0297 -0.2219 0.3099
C -0.0050 0.2575 0.0272
O 0.2737 0.3354 -0.3302
C 0.0137 -0.1842 0.2536
C -0.0126 -0.0257 -0.1324
C -0.0033 0.0486 0.0964
C -0.0190 0.0400 -0.1228
C 0.0719 -0.0164 0.2341
N 0.0497 0.1008 -0.6108
C -0.0067 -0.4568 -0.2590
O -0.0166 0.5025 0.0031
O 0.0287 0.1547 0.0137
H 0.0287 0.0930 -0.2304
H -0.0254 0.0015 0.0144
H 0.0078 -0.0213 -0.0129
H -0.0083 -0.0311 0.0224
H 0.0048 -0.2359 0.0541
C 0.0977 0.0574 0.0128
As -0.8815 0.0188 0.0019
C 0.0057 0.3464 -0.0081
C 0.3390 -0.4607 0.0583
C -0.0221 0.3305 0.0368
C -0.1442 0.1707 -0.0035
C -0.2511 0.3062 -0.0342
C -0.0973 -0.1032 -0.0702
C 0.1858 -0.2016 -0.0638
As -0.3818 0.2614 -0.5481
C -0.0604 0.0252 -0.0090
C -0.1650 0.1015 0.1745
H -0.0244 -0.0012 0.0587
H 0.0188 -0.0172 0.0471
H 0.0372 -0.0253 0.0393
H 0.0118 -0.0449 -0.0200
H 0.0740 -0.0087 0.0109
H 0.1069 -0.0221 -0.0134
H 0.0119 -0.0100 -0.0090
H 0.0007 -0.0220 -0.0119
H 0.0650 -0.0117 0.0241
H -0.0288 0.0581 0.0009
H -0.0039 -0.0013 0.0188
H -0.0228 -0.0298 0.0401
H -0.0129 -0.0685 0.1007
H 0.0144 -0.0303 -0.0556
H -0.0325 -0.1279 -0.0694
H -0.0174 -0.0633 -0.0141
Cl 1.3985 -0.5794 0.4251

=====

[2]
The following is a quantum chemistry calculation of a molecular structure, C17H21As2FNPt, from the Open Molecules 2025 dataset.

## Properties
**<S²>**: 6.06
**Multiplicity**: 5
**LUMO level (alpha / beta)**: -10.16 / -13.72 eV
**Total charge**: +3
**Energy above the lowest of the compared OMol25 structures with the same formula, charge and spin**: 0.071 eV

Each line ends with the Löwdin charge.
CARTESIAN COORDINATES (ANGSTROEM)
Pt  -1.381820  -0.701980  0.844220  1.128
C  2.220582  -0.629309  -0.656531  -0.262
As  1.051877  0.652449  0.227114  1.159
C  1.803187  0.854537  2.008976  -0.242
C  1.362149  2.372322  -0.668209  -0.395
C  2.556465  2.463849  -1.375022  -0.083
C  2.915991  3.659127  -1.983913  -0.012
C  2.077921  4.758856  -1.916443  -0.012
C  0.866055  4.670283  -1.245383  -0.080
C  0.501236  3.480699  -0.624043  -0.393
As  -1.272572  3.470422  0.205003  1.361
C  -2.443267  4.675254  -0.765918  -0.225
C  -1.118247  4.161831  2.012302  -0.218
H  3.260817  -0.444904  -0.391255  0.057
H  2.090171  -0.579872  -1.735565  0.052
H  1.943376  -1.622021  -0.305580  0.024
H  2.739671  1.408720  1.944152  0.060
H  1.999211  -0.135010  2.420813  0.047
H  1.114077  1.380460  2.666312  0.027
H  3.219507  1.612022  -1.445831  0.101
H  3.862842  3.725552  -2.502769  0.134
H  2.361534  5.692215  -2.383567  0.135
H  0.219231  5.538125  -1.207000  0.114
H  -2.252746  5.687823  -0.405080  0.062
H  -3.475893  4.413959  -0.534445  0.052
H  -2.287355  4.600978  -1.839365  0.054
H  -0.699237  5.168418  1.959373  0.065
H  -0.481952  3.521299  2.615907  0.030
H  -2.114216  4.200328  2.451580  0.057
F  -1.639657  0.913044  1.770315  -0.621
N  -1.295381  -2.467845  0.230497  -0.073
C  -1.308051  -3.632247  0.142226  -0.019
C  -1.353828  -5.014413  0.063291  -0.111
C  -0.580763  -5.805020  0.974458  0.052
C  -0.718033  -7.159970  0.957599  0.030
C  -1.602398  -7.776723  0.041892  0.117
C  -2.347082  -6.998263  -0.872582  0.030
C  -2.231784  -5.641023  -0.880390  0.058
H  0.098181  -5.328344  1.668655  0.145
H  -0.148115  -7.770706  1.645493  0.147
H  -1.702074  -8.855775  0.036686  0.154
H  -3.012566  -7.485661  -1.573386  0.147
H  -2.797028  -5.033496  -1.574597  0.148

Atomic forces in eV per Å
Pt 0.0687 1.4322 0.0596
C -0.2212 0.0282 0.0276
As 0.4865 0.0621 0.0230
C -0.1433 -0.0846 0.0745
C -0.3696 -0.3023 -0.0066
C -0.0812 -0.0376 0.1347
C 0.0878 0.0350 -0.0104
C 0.0977 0.0546 0.0537
C -0.1172 -0.0463 -0.0076
C -0.4363 -0.3210 0.1724
As 0.5960 0.8765 0.0535
C -0.0906 -0.2142 0.0137
C -0.2577 -0.3193 0.0448
H -0.0247 0.0852 0.0418
H -0.0214 0.0288 0.0074
H 0.0175 0.0147 0.0179
H -0.0158 0.0081 -0.1447
H -0.0343 -0.0068 -0.0293
H -0.0400 0.0041 -0.0572
H 0.0513 0.0756 -0.0252
H -0.0268 0.0050 -0.0505
H 0.0049 -0.0040 -0.0133
H -0.0124 -0.0071 -0.0600
H 0.0775 -0.0187 0.0144
H 0.0279 -0.0098 0.0465
H 0.1055 -0.0481 0.0249
H 0.0363 -0.0130 -0.1761
H 0.0335 -0.0279 -0.0417
H 0.0075 0.0014 -0.0113
F 0.0314 0.3800 0.1722
N 0.2641 -2.1836 -0.2288
C 0.0307 1.0900 -0.0607
C -0.1349 -0.8080 -0.0156
C 0.0775 0.0260 0.0779
C 0.2398 0.0378 0.2406
C 0.0262 0.1074 -0.0061
C -0.2584 0.0567 -0.3355
C -0.0137 0.0513 -0.0465
H -0.0374 0.0338 0.0098
H -0.0070 -0.0056 -0.0082
H -0.0114 -0.0094 -0.0031
H 0.0039 -0.0144 0.0214
H -0.0170 -0.0127 0.0060